Entry 1:
Density functional theory data (ωB97M-V/def2-TZVPD) for a molecular structure, C51H49AsCaN2P2Te.

Calculated values
Spin multiplicity   1
LUMO level   0.0019 Ha
Gap between HOMO and LUMO   6.63 eV
ΔE to the lowest compared entry with this formula, charge and spin   0.0 kcal/mol

```
107
C51H49AsCaN2P2Te (ωB97M-V/def2-TZVPD)
C -1.94 1.56 -2.81
C -0.82 2.34 2.75
H -2.34 -2.83 3.54
C 2.45 1.91 -4.01
H 4.10 -6.44 1.08
C 2.48 -3.23 4.54
C -5.30 5.22 -2.04
C 2.93 -5.14 -0.18
H 4.11 1.58 1.01
C 5.19 -2.08 0.02
C -0.40 -4.69 -2.22
Ca 1.18 -0.92 0.78
C 1.27 1.43 -3.47
H 5.11 -0.26 -2.72
H -2.33 -3.81 0.43
H 3.42 3.93 -1.48
C -3.47 4.31 -0.79
C -1.24 2.15 -0.12
H 1.45 -3.15 -4.00
H -6.46 2.87 -0.14
C 1.98 -1.36 3.02
H -0.85 3.14 -3.77
H 0.66 0.73 -4.04
C -2.82 2.93 -4.59
H -1.12 -1.47 -2.94
H -5.69 5.92 -2.78
C -4.03 2.26 -4.52
H -3.28 5.90 -2.25
N 2.00 -3.23 0.90
H 0.01 -2.52 -4.81
C 3.50 -5.54 1.02
H -2.95 3.54 5.10
C -4.40 3.46 -0.21
As 4.08 -0.53 -0.41
H 1.24 2.91 2.56
H 1.32 3.06 -0.51
H 2.44 -2.81 6.64
C -2.01 -0.01 1.67
H -5.15 0.71 -3.55
C 2.33 -2.71 3.25
C -3.16 0.88 -2.76
H 4.29 0.14 2.02
H 1.89 -0.41 6.31
C -1.09 -2.41 -2.40
C -3.87 -2.02 2.27
H -5.18 -0.98 0.93
H -3.30 0.07 -2.04
H 5.25 -2.74 -0.84
C -1.79 -2.52 -1.20
C -3.28 0.00 1.09
H 3.05 -5.71 -1.09
C 0.28 3.93 4.18
H 0.34 -4.26 -4.80
C 0.32 3.05 3.11
C -4.20 1.23 -3.61
C -1.69 -1.05 2.55
P -0.72 1.16 -1.50
H 4.93 1.30 -1.92
H 1.74 -3.62 -1.10
C 3.23 2.82 -3.30
H -4.08 2.73 0.53
Te -1.41 4.21 -0.31
C 1.84 -0.57 4.17
C 1.64 2.74 -1.49
H -0.92 4.80 5.73
H 5.69 0.76 1.09
C -1.08 -4.81 -1.02
H 2.76 1.59 -5.00
C 0.39 -3.35 -4.20
H -1.08 -5.75 -0.49
H 6.19 -1.75 0.29
C -2.03 3.40 4.54
C 3.31 -4.76 2.15
H 6.26 0.21 -1.45
N -6.19 4.40 -1.49
H -3.52 0.79 0.39
H 4.75 -2.62 0.86
C 2.32 -2.40 5.64
C -1.78 -3.72 -0.50
C -5.73 3.54 -0.59
H 1.17 4.49 4.46
C -0.89 4.11 4.90
C -1.78 2.59 -3.73
C 2.01 -1.06 5.45
C 5.22 0.27 -1.78
H -4.85 2.55 -5.17
H 1.56 0.48 4.06
H -4.59 -2.79 2.49
C 2.54 -3.60 2.08
H 3.78 -5.04 3.08
H -2.89 1.97 3.19
H -2.69 3.74 -5.29
C -2.00 2.52 3.47
C 0.83 1.85 -2.21
H 4.14 3.21 -3.73
C -2.61 -2.04 2.85
H 0.13 -5.55 -2.62
C 2.82 3.22 -2.04
P -0.73 1.26 1.28
C 2.20 -3.97 -0.19
C -0.39 -3.49 -2.92
C -3.95 5.22 -1.73
H 2.69 -4.28 4.70
C 4.61 0.61 1.09
H -0.72 -1.05 3.05
H -2.35 -1.67 -0.82
C -4.20 -1.00 1.38
```

Mulliken atomic charge list, values in e, 99 entries: 0.64 0.31 0.45 -0.66 0.41 -0.69 -0.39 -0.98 0.24 -1.13 -0.41 1.31 -0.80 0.36 0.38 0.39 0.16 -1.24 0.27 0.36 -0.59 0.34 0.46 -0.64 0.21 0.36 -0.63 0.35 0.20 0.39 -0.72 0.42 0.09 0.72 0.35 0.07 0.38 0.89 0.46 1.33 -0.10 0.30 0.46 0.36 -0.82 0.45 0.18 0.39 -0.13 -0.10 0.51 -0.69 0.41 -0.45 -0.84 -0.42 1.31 0.27 0.94 -0.65 0.27 0.44 -0.14 -0.48 0.37 0.44 -0.69 0.43 -1.55 0.44 0.49 -0.60 -0.83 0.44 -0.63 0.10 0.16 -0.81 -0.37 -0.44 0.44 -0.57 -0.61 -0.69 -1.16 0.38 0.27 0.35 0.26 0.42 0.29 0.42 -0.38 0.46 0.39 -0.73 0.40 -0.47 0.52

***

Entry 2:
Density functional theory data (ωB97M-V/def2-TZVPD) for 2 unconnected molecules or ions with the total composition C15H25O4 at a distorted geometry.

Calculated values
Spin multiplicity   2
LUMO level (spin up / spin down)   -0.0501 / -0.0230 Ha
Gap between HOMO and LUMO (spin up / spin down)   7.58 / 8.34 eV
ΔE to the lowest compared entry with this formula, charge and spin   107.6 kcal/mol

```
44
C15H25O4 (ωB97M-V/def2-TZVPD)
H -0.32 -1.35 1.52
C 0.36 1.83 0.82
C -1.88 1.30 1.90
C -0.36 1.28 2.03
C -2.52 0.65 0.67
H -2.22 2.34 2.00
H -0.75 -2.58 0.34
H -2.32 0.73 2.74
H -3.62 0.75 0.70
C 2.16 1.45 -1.01
H -0.86 3.55 0.72
H 2.29 -1.69 -2.63
C -0.02 3.01 0.28
C 3.87 -0.37 -0.81
H 1.40 1.84 -1.70
C 2.45 -0.06 -1.25
C 1.45 -0.41 -0.10
H 0.20 -1.55 -1.40
O -1.66 -4.07 2.40
H 2.89 -0.19 -3.35
H 0.55 3.47 -0.52
H -2.89 -2.68 -0.78
O -2.72 -4.59 2.00
H 1.15 -0.35 -2.99
H -0.13 1.95 2.88
C 0.08 -0.85 -0.56
O -2.88 -1.46 1.60
H -0.02 0.28 2.31
H 4.05 -1.45 -0.85
C 1.57 1.09 0.36
H 3.04 2.11 -0.95
H 2.33 1.12 1.16
O -2.12 1.08 -0.59
C -0.75 -1.49 0.52
C 2.16 -0.60 -2.64
H -2.53 -1.17 -1.64
H 4.59 0.11 -1.50
H 1.89 -1.10 0.63
C -2.98 -1.58 -0.74
H -4.04 -1.34 -0.72
H -2.13 2.05 -0.65
H 4.07 -0.01 0.21
C -2.33 -1.04 0.56
H -0.46 0.00 -1.00
```

Formally, the natural (NBO) partial charges of the atoms, in units of the elementary charge, are as follows: 0.20 0.08 -0.45 -0.45 0.17 0.21 0.22 0.24 0.18 -0.41 0.19 0.21 -0.47 -0.60 0.21 -0.02 -0.18 0.21 0.00 0.21 0.21 0.21 0.01 0.21 0.23 -0.47 -0.39 0.21 0.21 -0.26 0.21 0.22 -0.73 -0.39 -0.62 0.22 0.21 0.20 -0.66 0.21 0.49 0.21 0.27 0.26

***

Entry 3:
Density functional theory data (ωB97M-V/def2-TZVPD) for C20H25ClFN5O2 in the gas phase.

Calculated values
Spin multiplicity   1
LUMO level   0.0242 Ha
Gap between HOMO and LUMO   9.11 eV
ΔE to the lowest compared entry with this formula, charge and spin   11.6 kcal/mol

```
54
C20H25ClFN5O2 (ωB97M-V/def2-TZVPD)
H -3.73 -1.76 -1.93
C 2.08 3.02 -0.01
C 0.91 -2.71 1.83
H 2.31 0.32 1.31
H 1.75 3.96 -1.93
C -1.38 -1.91 1.84
H -4.37 -2.69 -0.56
H -5.91 -0.80 -1.16
C -3.05 0.81 -1.18
H 1.67 -3.33 1.39
Cl -0.71 -3.72 -0.04
C -2.17 -0.16 -0.38
O 0.14 0.59 0.97
C 1.20 -1.92 2.93
N 1.57 -0.28 -0.52
H 0.42 -0.49 4.35
H 1.57 -1.96 -1.78
H 2.32 3.97 0.49
H -0.75 0.45 -1.88
H 1.52 2.39 0.69
N 3.31 2.35 -0.35
N 4.80 0.77 -0.73
C -2.77 -1.88 1.25
H 2.20 -1.91 3.34
N -4.38 0.61 -1.11
H 1.05 2.35 -1.78
C -0.37 -2.70 1.31
H 6.28 2.02 -1.61
H -3.40 -1.22 1.87
C -1.05 -1.14 2.94
H 2.94 -0.85 -1.95
H -0.68 -1.28 -1.47
C 2.71 0.00 0.34
C -4.98 -0.60 -0.62
C 1.24 3.28 -1.25
F -2.00 -0.37 3.51
O -2.57 1.74 -1.80
C -0.79 -0.28 -1.06
N -2.73 -1.48 -0.15
H 4.42 4.00 -1.13
C 0.22 -1.13 3.50
C 0.33 0.04 -0.10
H 3.30 -0.92 0.48
C 4.39 2.95 -0.94
C 3.61 1.03 -0.24
H -4.95 1.28 -1.60
H 0.28 3.71 -0.97
C 5.30 1.95 -1.16
C -3.96 -1.73 -0.86
H -5.21 -0.52 0.45
H 1.37 -0.40 -2.61
H -3.19 -2.89 1.29
C 1.87 -0.91 -1.78
H -2.01 0.36 0.58
```

Formally, the natural (NBO) partial charges of the atoms, in units of the elementary charge, are as follows: 0.20 -0.22 -0.26 0.25 0.21 -0.07 0.21 0.21 0.68 0.23 0.02 -0.17 -0.68 -0.18 -0.44 0.23 0.20 0.20 0.27 0.24 -0.33 -0.47 -0.25 0.22 -0.61 0.21 -0.03 0.21 0.19 0.43 0.23 0.24 -0.27 -0.24 -0.61 -0.33 -0.63 -0.53 -0.45 0.21 -0.27 0.72 0.23 -0.10 0.33 0.41 0.23 -0.10 -0.21 0.19 0.21 0.22 -0.42 0.26

***

Entry 4:
Density functional theory data (ωB97M-V/def2-TZVPD) for a molecular structure, C38H91Br6O22P5Sn at a distorted geometry.

Calculated values
Spin multiplicity   1
LUMO level   0.0156 Ha
Gap between HOMO and LUMO   8.95 eV

```
163
C38H91Br6O22P5Sn (ωB97M-V/def2-TZVPD)
P -6.77 -0.04 23.29
H -3.74 -2.51 27.29
Br -3.39 -8.51 22.00
H -9.36 -5.06 29.96
H -9.55 1.52 21.92
P -8.86 -9.41 23.48
H -4.65 -1.19 22.42
H -7.90 -12.22 23.48
C -7.60 -12.21 21.44
H -1.26 -5.03 19.08
H -7.13 -1.30 26.50
H -5.47 -6.85 25.29
C -8.73 -9.10 26.11
H -8.60 -12.53 21.08
H -8.78 -0.09 21.54
H -5.25 3.06 26.15
H -14.14 -6.11 18.06
O -4.29 -3.25 17.51
O -5.17 -1.71 19.27
O -7.92 0.96 23.00
H -7.24 2.21 25.00
Br -6.91 -2.48 28.63
H -7.97 -0.22 18.08
C -12.27 -3.27 20.95
C -2.61 -3.32 25.70
C -3.23 -3.42 27.08
O -7.59 -8.61 23.51
H -8.05 -9.69 26.69
C -9.99 -8.68 26.86
H -3.66 -1.30 17.40
C -9.10 0.58 22.29
H -3.76 -7.50 29.24
H -3.07 -1.81 14.79
H -4.81 -1.81 15.28
C -3.28 0.43 22.99
H -5.17 -8.61 25.24
H -8.72 -3.97 17.63
O -9.00 -10.67 22.58
H -3.17 -4.50 21.35
H -10.72 -7.13 21.68
Br -5.66 -8.43 19.52
H -13.42 -7.59 17.86
H -4.25 -0.13 21.09
H -4.75 2.27 24.65
H -2.83 -6.30 31.37
H -6.88 -10.81 22.99
H -2.43 -2.52 16.96
H -9.66 -6.56 29.07
H -8.52 -2.77 25.06
O -9.22 -9.88 24.94
H -3.56 0.49 24.05
H -4.62 -6.27 31.35
C -7.69 -6.22 29.70
H -8.48 -4.07 26.29
H -8.95 -5.32 28.23
O -3.15 -2.99 19.85
O -6.58 0.25 24.81
O -9.00 -7.59 19.85
H -11.44 -5.56 23.36
C -4.44 -0.18 22.19
C -5.04 -7.35 22.09
C -6.64 -1.63 18.95
H -7.43 -6.31 16.28
H -9.73 -0.96 23.74
C -6.54 1.49 25.48
P -4.60 -3.14 19.08
H -7.17 -1.89 19.90
H -3.67 -4.86 30.90
C -7.74 -11.46 22.73
H -1.72 -3.67 21.04
H -13.63 -6.97 19.46
Br -4.22 -3.39 24.44
H -3.97 -3.24 14.94
O -5.49 -4.18 19.60
O -9.10 -5.04 19.55
H -6.96 -5.43 29.87
H -3.25 -7.60 24.46
H -6.32 -0.01 17.58
C -3.84 -2.24 15.40
H -11.48 -2.62 19.12
O -5.66 0.57 22.39
C -11.67 -2.15 20.03
C -3.42 -7.49 25.54
C -13.35 -6.70 18.44
Br -1.74 -3.52 28.38
O -6.47 -5.40 26.78
H -9.13 -9.52 20.39
H -2.98 -5.60 19.06
O -10.98 -6.68 18.85
H -12.48 -2.74 21.80
C -7.70 -5.67 17.10
C -3.69 -5.95 30.84
O -7.00 -1.48 23.11
H -4.81 -6.54 22.74
H -10.67 -8.83 19.86
H -13.08 -3.81 20.62
P -5.92 -6.39 27.74
H -1.98 -4.17 25.39
H -12.10 -5.09 18.95
H -8.12 -9.57 18.16
H -2.37 -0.15 22.95
H -1.83 -6.03 20.29
H -4.48 1.49 26.31
O -4.71 -5.74 28.58
C -8.34 -3.03 26.13
H -3.05 1.38 22.49
O -5.30 -7.72 27.06
Br -10.00 -2.23 26.91
C -5.17 2.06 25.67
H -7.36 -3.72 16.50
C -8.98 -5.72 29.20
H -10.87 -8.55 26.24
H -7.01 -13.15 21.54
C -4.89 -7.69 25.70
H -8.21 -8.22 25.65
H -7.13 -11.64 20.63
H -7.81 -6.82 30.57
H -6.75 0.56 19.25
C -7.11 -2.36 26.68
C -2.17 -5.22 19.71
C -5.51 -6.96 20.79
C -9.62 -8.91 19.61
H -3.82 -4.35 27.22
C -11.06 -6.53 23.68
H -9.16 -6.98 22.62
C -8.22 -4.33 16.75
H -6.86 -5.61 17.82
H -8.96 -4.47 15.94
H -6.47 -6.52 20.87
H -12.27 -1.34 19.86
O -11.17 -4.22 21.30
C -12.04 -5.98 18.36
O -10.15 -8.64 23.02
H -2.81 -8.18 26.12
H -6.85 -2.47 18.27
C -10.14 -0.12 23.16
C -3.71 -6.43 29.37
H -10.59 0.57 23.87
H -3.09 -6.48 25.76
P -9.45 -6.36 19.01
O -8.73 -6.61 17.64
H -9.70 -9.05 17.51
C -2.57 -4.10 20.53
Sn -9.38 -3.41 21.46
O -10.34 -1.87 20.70
H -2.74 -6.06 28.91
C -6.95 -0.23 18.43
H -10.85 -0.49 22.47
C -10.20 -7.25 22.64
H -6.13 -2.75 26.31
H -11.95 -7.12 23.87
H -9.73 -7.79 27.43
C -9.24 -9.59 18.38
H -2.01 -2.41 25.58
H -11.77 -5.83 17.27
H -6.97 1.29 26.39
C -3.51 -2.27 16.88
O -6.89 -7.07 28.77
H -5.80 -7.98 22.56
H -10.52 -6.44 24.63
H -9.58 -10.62 18.43
H -10.28 -9.44 27.58
H -4.86 -6.22 20.27
```

Mulliken atomic charge list, values in e, 99 entries: 0.38 0.43 -0.25 0.40 0.31 -0.33 0.04 0.34 -1.21 0.29 0.20 0.03 0.25 0.27 -0.13 0.40 0.48 -0.12 0.03 -0.55 0.31 -0.16 0.39 -0.88 -0.91 0.31 0.27 0.37 -0.96 0.24 0.15 0.38 0.39 0.32 -1.23 0.34 -0.17 -0.30 -0.09 -0.59 -0.18 0.41 0.06 0.22 0.41 0.08 0.25 0.35 -0.22 -0.35 0.16 0.29 -0.12 -0.06 0.07 -0.44 -0.14 0.68 0.24 0.37 -0.01 0.99 0.40 -0.16 -0.34 -0.49 -0.19 0.29 0.02 0.43 0.34 -0.08 0.29 0.59 0.97 0.21 -0.12 0.44 -1.40 0.29 -0.39 -0.64 -0.58 -1.76 -0.21 -0.09 -0.64 0.17 -0.22 0.44 0.13 -1.33 0.46 0.17 0.40 0.48 0.77 0.40 -0.40

***

Entry 5:
Density functional theory data (ωB97M-V/def2-TZVPD) for C2H6Cl4O2Si2 in the gas phase at a distorted geometry.

Calculated values
Spin multiplicity   1
LUMO level   -0.0181 Ha
Gap between HOMO and LUMO   9.78 eV
ΔE to the lowest compared entry with this formula, charge and spin   7.8 kcal/mol

```
16
C2H6Cl4O2Si2 (ωB97M-V/def2-TZVPD)
H 0.21 -0.89 -1.53
Si -0.90 0.10 1.24
C 0.51 -1.63 -0.54
O -0.27 1.46 0.74
Si -3.10 -0.15 0.08
H -0.12 -2.57 -0.70
H -1.82 2.80 0.82
H -0.58 3.11 1.94
H -0.51 3.45 -0.02
H 1.59 -1.82 -0.57
Cl -0.83 -0.14 3.18
O 0.19 -0.99 0.67
Cl -4.51 0.88 -1.09
C -0.77 2.82 0.83
Cl -2.71 -1.82 -1.17
Cl -4.34 -0.99 1.45
```

Formally, the natural (NBO) partial charges of the atoms, in units of the elementary charge, are as follows: 0.16 1.75 -0.22 -0.93 0.89 0.20 0.17 0.20 0.21 0.19 -0.33 -0.92 -0.35 -0.25 -0.40 -0.37